(1)
{
  "formula": "C29H44BrN3P2Pd",
  "method": "ωB97M-V/def2-TZVPD",
  "homo_lumo_gap_ev": [5.83, 5.55],
  "charge": 2,
  "total_energy_ha": -4679.6768,
  "s_squared": 2.011,
  "multiplicity": 3,
  "symbols": ["C", "C", "C", "C", "N", "C", "C", "C", "C", "C", "C", "C", "C", "C", "Pd", "P", "H", "H", "H", "H", "H", "H", "H", "H", "C", "C", "H", "H", "H", "H", "H", "C", "C", "H", "H", "H", "H", "H", "C", "C", "H", "H", "H", "H", "H", "Br", "P", "C", "C", "H", "H", "H", "H", "H", "C", "C", "H", "H", "H", "H", "H", "C", "C", "H", "H", "H", "H", "H", "C", "N", "C", "C", "N", "C", "H", "H", "H", "H", "H", "H"],
  "positions_angstrom": [[4.526, 5.981, -0.678], [3.259, 5.509, -1.067], [2.989, 5.361, -2.445], [4.001, 5.677, -3.360], [5.194, 6.118, -2.969], [5.464, 6.276, -1.675], [2.274, 5.149, -0.086], [1.411, 4.833, 0.730], [0.394, 4.174, 1.488], [0.685, 3.577, 2.735], [0.050, 2.367, 3.060], [-0.847, 1.887, 2.106], [-1.499, 2.716, 1.182], [-0.855, 3.913, 0.871], [-1.057, -0.026, 1.510], [0.745, 0.033, 0.188], [2.022, 5.007, -2.799], [4.783, 6.111, 0.371], [3.827, 5.568, -4.434], [6.456, 6.646, -1.405], [-1.232, 4.583, 0.097], [1.469, 4.000, 3.364], [-2.414, 2.382, 0.700], [0.283, 1.787, 3.951], [1.537, -1.605, 0.116], [2.502, -1.842, -1.044], [0.717, -2.340, 0.102], [2.052, -1.725, 1.082], [2.833, -2.887, -1.015], [2.036, -1.670, -2.022], [3.396, -1.212, -0.968], [0.236, 0.595, -1.471], [0.564, 2.050, -1.811], [-0.852, 0.431, -1.505], [0.696, -0.091, -2.195], [-0.018, 2.346, -2.694], [0.297, 2.742, -1.001], [1.625, 2.199, -2.049], [2.037, 1.194, 0.750], [3.344, 1.252, -0.051], [2.250, 0.918, 1.794], [1.557, 2.182, 0.793], [3.813, 2.233, 0.108], [4.050, 0.489, 0.299], [3.193, 1.132, -1.131], [-1.868, -2.696, 0.388], [-2.386, -3.715, -1.592], [-0.825, -4.362, -2.202], [-0.912, -5.146, -3.516], [-0.425, -5.006, -1.402], [-0.136, -3.507, -2.305], [0.077, -5.565, -3.735], [-1.617, -5.985, -3.456], [-1.192, -4.510, -4.366], [-3.595, -4.968, -1.183], [-4.935, -4.406, -0.690], [-3.144, -5.618, -0.415], [-3.726, -5.578, -2.093], [-5.613, -5.241, -0.480], [-4.811, -3.835, 0.238], [-5.420, -3.767, -1.440], [-3.041, -2.368, -2.596], [-3.679, -2.796, -3.919], [-2.205, -1.674, -2.780], [-3.772, -1.829, -1.971], [-4.114, -1.911, -4.398], [-2.945, -3.214, -4.619], [-4.490, -3.524, -3.786], [-1.427, -0.653, 6.973], [-1.316, -1.082, 5.588], [-1.030, -2.367, 5.148], [-0.966, -2.311, 3.779], [-1.214, -0.999, 3.404], [-1.415, -0.275, 4.496], [-2.143, -1.288, 7.511], [-0.454, -0.715, 7.481], [-1.774, 0.386, 6.994], [-0.889, -3.199, 5.815], [-0.768, -3.083, 3.055], [-1.624, 0.788, 4.552]],
  "forces_ev_per_angstrom": [[0.02, -0.06, -0.33], [0.37, 0.06, -0.34], [0.34, 0.08, 0.13], [-0.36, -0.07, 0.80], [0.38, 0.11, -0.33], [-0.76, -0.24, 0.22], [-1.48, -0.40, 1.29], [1.20, 0.93, -1.21], [-0.35, 0.23, 0.00], [-0.02, -0.75, 0.16], [0.17, 1.04, -0.75], [-1.45, 0.08, 0.99], [0.79, 0.38, 0.25], [0.25, -0.30, -0.20], [-0.38, 0.05, 0.44], [1.00, 0.08, 0.12], [0.19, 0.10, 0.17], [-0.14, -0.03, -0.20], [0.13, 0.07, 0.32], [-0.28, -0.11, -0.17], [0.26, -0.25, 0.07], [-0.03, -0.22, -0.27], [0.09, 0.27, -0.05], [0.24, 0.22, -0.22], [-0.01, -0.16, -0.27], [0.30, -0.33, 0.01], [0.44, 0.18, -0.01], [-0.17, 0.04, -0.19], [0.02, 0.20, -0.10], [0.12, -0.02, 0.19], [-0.29, -0.20, -0.11], [-0.09, -0.40, -0.32], [-0.05, 0.35, -0.21], [0.26, 0.06, -0.14], [-0.17, 0.22, -0.02], [0.18, -0.05, 0.18], [0.09, -0.26, -0.26], [-0.33, -0.08, 0.11], [-0.13, 0.02, 0.27], [0.17, 0.12, -0.01], [-0.11, 0.14, -0.22], [0.19, -0.36, -0.08], [-0.11, -0.29, -0.06], [-0.16, 0.17, -0.18], [0.10, 0.00, 0.27], [-0.54, -0.60, -1.21], [0.31, 0.92, 1.18], [0.39, -0.14, 0.12], [-0.08, -0.17, -0.36], [-0.13, 0.21, -0.15], [-0.26, -0.18, 0.12], [-0.25, 0.10, 0.07], [0.18, 0.22, -0.01], [0.07, -0.18, 0.27], [-0.18, -0.40, -0.09], [-0.17, 0.07, 0.03], [0.00, 0.16, -0.28], [0.02, 0.12, 0.20], [0.18, 0.20, -0.06], [-0.02, -0.10, -0.22], [0.14, -0.16, 0.19], [-0.06, 0.31, 0.01], [-0.16, -0.15, -0.41], [-0.17, -0.22, 0.16], [0.23, -0.21, -0.09], [0.10, -0.21, 0.13], [-0.22, 0.09, 0.21], [0.22, 0.17, 0.01], [0.01, 0.03, 0.54], [0.16, -0.16, -0.79], [-0.06, 0.53, -0.49], [-0.26, 0.96, 0.96], [0.05, -0.17, -0.24], [0.16, -1.35, 0.68], [0.16, 0.23, -0.21], [-0.29, 0.02, -0.24], [0.05, -0.29, 0.01], [-0.04, 0.07, 0.15], [0.02, 0.01, 0.15], [-0.02, -0.35, -0.08]]
}

(2)
{
  "formula": "C29H44IN3O5PPt",
  "method": "ωB97M-V/def2-TZVPD",
  "homo_lumo_gap_ev": 7.80,
  "charge": 1,
  "total_energy_ha": -2429.9772,
  "e_above_lowest_kj_mol": 91.23,
  "multiplicity": 1,
  "symbols": ["Pt", "O", "C", "C", "C", "C", "C", "C", "C", "O", "N", "O", "O", "H", "H", "H", "H", "C", "C", "C", "C", "C", "C", "P", "C", "C", "C", "C", "C", "C", "C", "C", "C", "C", "C", "C", "H", "H", "H", "H", "H", "H", "H", "H", "H", "H", "H", "H", "H", "H", "H", "H", "H", "H", "H", "H", "H", "H", "H", "H", "H", "H", "H", "H", "H", "H", "H", "H", "H", "C", "O", "H", "H", "H", "H", "I", "C", "C", "N", "N", "C", "H", "H", "H"],
  "positions_angstrom": [[1.050, 0.338, -0.501], [2.506, 1.203, -2.037], [3.550, 0.772, -2.542], [4.275, -0.424, -2.232], [5.436, -0.655, -2.994], [6.209, -1.751, -2.756], [5.886, -2.656, -1.731], [4.758, -2.464, -0.989], [3.891, -1.353, -1.211], [2.824, -1.231, -0.503], [7.385, -2.000, -3.595], [7.636, -1.192, -4.468], [8.029, -3.004, -3.368], [4.001, 1.387, -3.336], [5.722, 0.037, -3.776], [6.546, -3.492, -1.547], [4.479, -3.157, -0.206], [-2.678, 3.175, 3.139], [-1.496, 2.348, 3.634], [-1.272, 1.116, 2.733], [-1.830, 1.336, 1.308], [-1.561, 2.787, 0.885], [-2.365, 3.768, 1.761], [-1.085, 0.132, 0.144], [-1.274, -1.564, 0.853], [-0.136, -1.975, 1.801], [-0.154, -3.498, 1.992], [-1.593, -4.041, 2.107], [-2.551, -2.946, 2.565], [-2.655, -1.851, 1.494], [-2.109, 0.088, -1.385], [-3.639, 0.165, -1.152], [-4.197, 1.547, -1.485], [-3.983, 1.879, -2.972], [-2.694, 1.245, -3.523], [-1.648, 1.142, -2.417], [-2.906, 3.975, 3.843], [-3.566, 2.539, 3.087], [-1.664, 2.025, 4.661], [-0.601, 2.978, 3.641], [-1.741, 0.241, 3.186], [-0.202, 0.905, 2.662], [-2.910, 1.169, 1.283], [-1.807, 2.951, -0.162], [-0.497, 2.968, 0.984], [-3.293, 4.041, 1.257], [-1.790, 4.688, 1.885], [-1.160, -2.190, -0.040], [-0.252, -1.483, 2.768], [0.824, -1.667, 1.386], [0.414, -3.749, 2.889], [0.353, -3.975, 1.149], [-1.622, -4.880, 2.803], [-1.930, -4.422, 1.139], [-2.196, -2.520, 3.508], [-3.541, -3.360, 2.756], [-3.078, -0.949, 1.940], [-3.349, -2.182, 0.718], [-1.869, -0.894, -1.800], [-3.902, -0.118, -0.133], [-4.123, -0.564, -1.806], [-3.721, 2.301, -0.852], [-5.262, 1.570, -1.252], [-3.946, 2.962, -3.099], [-4.835, 1.523, -3.552], [-2.315, 1.832, -4.360], [-2.904, 0.241, -3.906], [-1.529, 2.124, -1.956], [-0.671, 0.868, -2.814], [0.758, -1.406, -3.252], [0.575, -1.279, -1.827], [0.397, -2.383, -3.568], [1.807, -1.289, -3.521], [0.169, -0.633, -3.734], [1.216, -1.852, -1.361], [3.744, 0.634, 4.831], [2.802, 1.258, 3.117], [2.297, 2.511, 2.845], [1.753, 2.459, 1.620], [1.889, 1.241, 1.078], [2.524, 0.493, 1.981], [2.300, 3.416, 3.429], [1.326, 3.205, 1.098], [2.768, -0.534, 1.762]],
  "forces_ev_per_angstrom": [[-0.27, -0.46, -0.48], [0.25, -0.10, 0.04], [0.00, 0.15, 0.04], [-0.04, -0.04, 0.07], [0.00, 0.07, -0.05], [0.00, -0.05, 0.01], [0.01, 0.00, -0.04], [-0.05, 0.03, 0.01], [0.08, -0.06, 0.06], [0.13, -0.12, -0.05], [0.04, 0.02, 0.01], [-0.01, -0.04, 0.05], [-0.02, 0.06, 0.00], [-0.01, -0.02, -0.01], [-0.01, -0.01, 0.00], [-0.03, -0.03, -0.04], [0.04, 0.01, 0.01], [0.11, 0.05, 0.02], [-0.11, -0.04, -0.06], [-0.07, 0.14, -0.05], [0.45, 0.12, 0.02], [-0.37, -0.02, -0.04], [-0.01, -0.09, 0.03], [0.06, -0.20, 0.22], [-0.03, 0.13, 0.15], [-0.08, -0.09, -0.06], [-0.12, 0.02, -0.01], [0.04, 0.06, 0.09], [0.02, -0.05, -0.11], [0.08, -0.10, -0.01], [0.08, 0.28, -0.05], [0.04, 0.03, 0.01], [-0.01, -0.09, -0.09], [0.02, -0.04, 0.01], [-0.05, 0.05, 0.10], [-0.21, -0.08, -0.02], [-0.05, -0.02, 0.00], [-0.02, 0.02, 0.02], [0.09, 0.00, 0.01], [-0.01, 0.00, 0.02], [0.02, -0.02, -0.03], [-0.01, -0.08, 0.09], [0.01, -0.07, 0.04], [0.06, 0.02, 0.00], [0.00, 0.05, 0.00], [0.01, 0.01, -0.01], [-0.03, 0.02, -0.03], [-0.05, 0.00, -0.02], [0.03, 0.07, -0.03], [0.04, -0.01, 0.04], [0.03, 0.00, -0.02], [0.04, 0.00, 0.03], [0.00, -0.05, -0.06], [-0.02, -0.02, 0.02], [-0.03, -0.01, 0.02], [-0.01, 0.04, 0.04], [-0.05, -0.02, -0.03], [-0.02, 0.05, 0.00], [-0.03, -0.03, 0.00], [-0.04, -0.03, -0.04], [0.01, -0.04, 0.04], [-0.03, 0.00, 0.00], [0.01, 0.06, 0.05], [-0.01, 0.00, -0.02], [-0.01, 0.04, 0.00], [0.01, -0.03, -0.02], [0.03, 0.01, -0.04], [0.07, -0.02, 0.01], [0.02, 0.12, 0.04], [0.14, 0.13, -0.20], [-0.37, 0.18, 0.20], [0.00, -0.02, 0.09], [0.00, 0.01, 0.06], [0.01, -0.02, 0.01], [0.26, -0.01, -0.14], [0.02, 0.00, 0.01], [-0.01, 0.00, -0.03], [0.05, 0.00, 0.03], [0.03, 0.10, -0.05], [-0.34, -0.06, 0.26], [0.14, 0.16, 0.04], [0.01, 0.01, -0.04], [0.08, 0.00, -0.10], [-0.05, 0.00, -0.03]]
}

(3)
{
  "formula": "C29H44N10O6P3S2",
  "method": "ωB97M-V/def2-TZVPD",
  "homo_lumo_gap_ev": 7.74,
  "charge": 1,
  "total_energy_ha": -3950.6508,
  "multiplicity": 1,
  "symbols": ["C", "C", "C", "O", "C", "C", "N", "C", "C", "C", "C", "S", "C", "S", "N", "C", "C", "N", "C", "C", "C", "C", "O", "O", "P", "N", "C", "P", "P", "O", "O", "O", "H", "H", "H", "H", "H", "H", "H", "H", "H", "H", "H", "H", "H", "H", "H", "H", "H", "H", "H", "H", "H", "H", "H", "H", "H", "H", "C", "C", "N", "H", "H", "H", "C", "C", "N", "H", "H", "H", "C", "C", "N", "H", "H", "H", "C", "C", "N", "H", "H", "H", "C", "C", "N", "H", "H", "H", "C", "C", "N", "H", "H", "H"],
  "positions_angstrom": [[0.215, -5.018, 2.084], [0.488, -3.504, 2.142], [-0.266, -2.814, 3.248], [-1.670, -2.669, 3.047], [-2.076, -2.114, 1.829], [-1.365, -0.856, 1.458], [-0.942, -0.042, 2.402], [-0.283, 1.085, 2.191], [0.132, 1.937, 3.354], [-1.125, 2.529, 4.025], [-2.121, 3.099, 3.024], [-3.616, 2.113, 3.231], [-4.001, 1.525, 1.633], [-3.699, 2.326, 0.268], [-4.579, 0.291, 1.667], [-4.894, -0.497, 0.599], [-5.435, -1.572, 1.090], [-5.480, -1.515, 2.473], [-4.957, -0.421, 2.767], [-0.021, 1.422, 0.939], [-0.457, 0.628, -0.077], [-0.069, 1.098, -1.451], [0.934, 0.674, -1.960], [-0.829, 2.055, -2.017], [-1.020, 1.775, -3.701], [-2.429, 2.149, -4.222], [-1.140, -0.509, 0.150], [-1.699, -1.427, -1.339], [-0.646, -3.329, -1.502], [-1.270, -4.374, -0.713], [0.878, -3.161, -1.264], [-0.763, -3.722, -3.039], [0.492, -5.344, 1.100], [0.851, -5.479, 2.822], [-0.835, -5.181, 2.268], [0.399, -3.034, 1.173], [1.537, -3.413, 2.403], [0.250, -1.883, 3.486], [-0.160, -3.433, 4.120], [-3.125, -1.856, 1.937], [-2.017, -2.818, 1.005], [-1.146, -0.307, 3.359], [0.683, 1.380, 4.094], [0.743, 2.740, 2.975], [-1.618, 1.766, 4.608], [-0.799, 3.306, 4.699], [-1.761, 3.140, 2.008], [-2.361, 4.113, 3.295], [-4.703, -0.241, -0.412], [-5.816, -2.416, 0.567], [-4.821, -0.089, 3.772], [0.535, 2.311, 0.730], [0.001, 2.550, -4.257], [-0.710, 0.429, -3.913], [-2.814, 1.309, -4.639], [-3.025, -1.800, -1.059], [1.299, -2.754, -2.056], [-1.656, -4.073, -3.127], [-0.990, -6.360, 6.533], [-0.092, -5.234, 6.338], [0.622, -4.344, 6.184], [-0.419, -7.285, 6.567], [-1.532, -6.241, 7.469], [-1.702, -6.409, 5.712], [4.261, -0.030, -3.058], [3.135, -0.931, -3.181], [2.229, -1.631, -3.280], [4.400, 0.227, -2.010], [5.165, -0.504, -3.433], [4.080, 0.878, -3.628], [3.222, -1.040, 0.798], [4.008, 0.185, 0.714], [4.627, 1.151, 0.639], [3.884, -1.902, 0.849], [2.600, -1.019, 1.691], [2.584, -1.134, -0.080], [4.769, 4.204, -4.453], [5.677, 3.118, -4.799], [6.394, 2.271, -5.072], [4.906, 4.480, -3.409], [4.973, 5.069, -5.080], [3.740, 3.888, -4.607], [-5.979, 3.516, -4.627], [-5.690, 2.155, -4.218], [-5.453, 1.076, -3.905], [-6.427, 3.516, -5.619], [-6.671, 3.974, -3.924], [-5.056, 4.091, -4.651], [8.498, 5.094, -4.087], [8.403, 6.528, -3.861], [8.328, 7.662, -3.681], [7.548, 4.717, -4.451], [9.269, 4.883, -4.824], [8.748, 4.588, -3.157]],
  "forces_ev_per_angstrom": [[0.13, 1.35, -0.20], [0.34, -0.65, 0.26], [0.48, -0.53, -0.24], [-0.02, 0.59, 0.35], [-0.02, -0.11, 0.34], [-0.52, -1.08, -0.41], [-0.59, -0.54, 1.35], [0.91, 0.72, 2.26], [-1.08, -0.02, -0.04], [0.76, 0.11, -0.31], [-0.26, 0.31, 0.59], [-0.25, 0.02, 0.13], [0.52, 0.82, 0.00], [0.32, 0.20, -0.62], [0.34, 0.58, 0.11], [0.60, 1.39, -1.84], [-1.37, -2.53, 0.83], [-1.19, -2.65, -0.44], [0.57, 1.58, 1.81], [0.88, 1.21, -1.14], [0.39, 1.56, -1.63], [0.54, 0.12, -0.39], [-0.05, -0.06, 0.21], [-0.03, -1.14, -0.28], [-1.16, 0.46, -0.82], [0.79, 0.12, 0.05], [-0.77, -1.81, -0.77], [0.07, 1.25, -1.16], [-0.58, -1.42, -0.06], [-0.64, -0.42, 1.33], [0.47, 0.82, -0.35], [0.10, 0.96, -0.17], [-0.08, -0.56, -0.38], [-0.09, -0.44, 0.31], [-0.29, -0.46, -0.02], [-0.28, 0.22, -0.30], [0.36, 0.30, 0.04], [-0.24, 0.42, 0.06], [-0.16, -0.08, 0.51], [-0.24, -0.10, 0.08], [0.22, -0.24, -0.18], [-0.10, -0.18, 0.18], [0.38, -0.29, 0.15], [0.32, 0.16, -0.09], [0.00, -0.21, 0.41], [0.11, 0.17, 0.37], [-0.19, -0.24, -0.40], [-0.20, 0.40, 0.02], [0.06, 0.52, -0.52], [-0.17, -0.42, -0.27], [0.10, 0.36, 0.29], [0.22, 0.41, -0.06], [0.26, 0.03, 0.54], [0.50, 0.05, 0.37], [-0.68, -0.01, 0.20], [0.24, -0.37, 0.39], [0.53, 0.18, -0.09], [-0.15, -0.39, -0.48], [-0.04, -0.06, 0.02], [0.32, 0.35, -0.03], [-0.25, -0.27, 0.00], [0.01, -0.03, 0.00], [-0.02, -0.01, 0.02], [-0.02, -0.01, -0.02], [0.18, 0.06, 0.06], [-0.41, -0.30, -0.22], [0.21, -0.07, 0.30], [0.05, 0.08, 0.03], [0.02, 0.01, -0.04], [-0.01, 0.01, -0.04], [-0.02, 0.00, -0.05], [0.17, 0.29, -0.01], [-0.25, -0.24, -0.03], [-0.01, -0.05, 0.02], [-0.01, -0.05, 0.05], [-0.02, -0.02, -0.03], [-0.01, 0.04, 0.03], [-0.42, 0.37, 0.09], [0.34, -0.52, -0.09], [0.00, 0.03, 0.02], [-0.02, 0.03, -0.01], [-0.03, 0.02, -0.02], [0.00, 0.16, -0.02], [0.09, -0.42, 0.09], [-0.06, 0.10, 0.02], [-0.02, 0.02, -0.02], [-0.02, 0.03, 0.00], [0.04, -0.01, 0.00], [0.04, 0.01, 0.03], [0.02, 0.49, 0.09], [-0.03, -0.36, -0.05], [0.07, -0.05, -0.04], [0.00, -0.03, -0.03], [0.01, -0.03, 0.01]]
}